1.
16
Properties=species:S:1:pos:R:3 method="wB97M-V/def2-TZVPD" total_charge=0 spin_multiplicity=3 gap_ev="6.88 / 6.43" e_homo_ev="-6.44 / -9.58"
Cl -1.006 2.599 1.356
Cl -0.178 1.662 -1.344
Cl 0.589 1.296 3.476
Cl 3.167 0.379 2.566
O -1.222 -1.801 -2.320
O -1.013 -0.028 0.613
O -2.729 -0.118 -1.673
N -0.956 -0.798 -0.373
N -0.002 -1.731 -0.496
C -0.084 1.601 0.367
C 1.618 1.068 2.138
C -0.162 -2.280 -1.636
C -1.773 -0.826 -1.535
C 1.265 1.179 0.842
H 0.407 -2.994 -2.188
H 2.076 0.791 0.206

***

2.
14
Properties=species:S:1:pos:R:3 method="wB97M-V/def2-TZVPD" total_charge=0 relative_energy_kcal_mol=0.44 gap_ev=7.85 e_homo_ev=-8.48
Cl -0.995 -1.532 -1.244
S -0.946 1.510 -4.031
S 0.407 2.307 -2.670
S 1.955 -0.591 1.408
N -0.503 0.182 1.341
N -1.301 0.130 -3.191
N 0.831 1.058 -0.423
C 0.623 0.267 0.687
C -0.358 -0.603 2.453
C -0.751 -0.042 -2.069
C 0.185 0.990 -1.497
C 0.877 -1.126 2.663
H -1.227 -0.785 3.124
H 1.202 -1.765 3.449

***

3.
10
Properties=species:S:1:pos:R:3 method="wB97M-V/def2-TZVPD" total_charge=0 relative_energy_kcal_mol=20.48 gap_ev=8.06 e_homo_ev=-10.49
O -0.341 1.974 0.182
N 2.985 -0.209 -0.130
N -1.896 0.188 -0.174
C -0.661 0.790 -0.111
C -0.240 -1.373 0.181
C 0.430 -0.133 0.049
C 1.798 -0.145 -0.030
C -1.751 -1.084 -0.063
H 0.188 -2.273 0.579
H -2.543 -1.707 -0.058

***

4.
11
Properties=species:S:1:pos:R:3 method="wB97M-V/def2-TZVPD" total_charge=-1 relative_energy_kcal_mol=0.00 gap_ev=7.42 e_homo_ev=-3.47
O 3.952 -1.479 1.910
O 4.211 -3.526 2.902
O 3.190 0.639 1.497
N -0.014 -1.177 0.045
C 2.974 -0.526 1.769
C 0.728 -1.087 0.949
C 1.597 -1.120 2.030
C 2.062 -2.442 2.576
C 3.450 -2.646 2.540
H 0.834 -0.537 2.549
H 1.371 -3.135 2.910

***

5.
8
Properties=species:S:1:pos:R:3 method="wB97M-V/def2-TZVPD" total_charge=0 relative_energy_kcal_mol=23.59 gap_ev=10.13 e_homo_ev=-10.56
O -0.348 -1.121 -1.310
C -1.504 1.849 0.189
C 1.066 -0.449 0.429
C -0.151 -0.427 -0.397
C -0.996 0.728 -0.136
C 1.945 -0.586 1.209
H 2.559 -0.507 2.219
H -1.934 2.780 0.493

***

6.
8
Properties=species:S:1:pos:R:3 method="wB97M-V/def2-TZVPD" total_charge=0 relative_energy_kcal_mol=37.44 gap_ev=10.01 e_homo_ev=-10.28
O -0.418 0.882 -2.238
C -1.126 0.460 1.108
C 0.592 -0.280 -0.443
C -1.382 0.920 0.009
C -0.434 0.578 -1.079
C 1.415 -0.977 0.097
H -0.825 0.016 2.027
H 2.176 -1.599 0.519

***

7.
47
Properties=species:S:1:pos:R:3 method="wB97M-V/def2-TZVPD" total_charge=-1 relative_energy_kcal_mol=19.32 gap_ev=8.69 e_homo_ev=-5.71
O -1.941 2.503 -2.631
O 0.442 -0.499 -2.731
O -2.600 -0.696 -2.823
O 0.439 -1.360 -0.298
O -2.070 -1.636 -0.100
O 0.539 -3.882 -1.485
O 1.766 -2.529 1.741
O 3.909 0.807 -0.940
O 0.654 2.014 -1.987
O -1.779 1.473 -0.098
O -3.293 -0.356 2.306
N 0.871 0.936 2.625
C -0.043 2.017 2.130
C 0.714 -0.335 1.910
C 0.727 3.110 1.421
C 1.052 -0.294 0.401
C 1.504 -1.444 2.617
H 1.830 1.260 2.480
H 0.614 1.146 -2.464
H -0.338 -0.607 1.944
H 3.542 -0.068 -0.793
H 0.696 0.650 -0.035
H -2.619 -0.825 -1.861
H 0.157 -0.709 -1.800
H 0.319 4.103 1.667
H -0.099 2.500 -2.390
H -1.667 -0.592 -3.048
H -0.898 1.560 1.664
H -3.082 -0.462 1.366
H 0.859 -1.841 3.415
H -2.281 -2.305 0.553
H 1.750 3.207 1.774
H 1.189 -3.538 -0.875
H -2.481 -0.005 2.726
H -2.275 2.433 -1.719
H -1.040 -1.515 -0.202
H 0.637 3.073 0.353
H 1.188 -1.093 -2.852
H 1.189 -2.447 0.957
H 2.460 -1.149 3.057
H -0.956 1.794 -0.485
H 2.135 -0.313 0.272
H -0.028 -3.146 -1.703
H -1.651 0.538 0.100
H -0.493 2.377 3.068
H 3.142 1.372 -1.129
H -2.249 1.616 -2.875

***

8.
48
Properties=species:S:1:pos:R:3 method="wB97M-V/def2-TZVPD" total_charge=-1 relative_energy_kcal_mol=25.85 gap_ev=6.45 e_homo_ev=-3.89
S -0.555 3.450 -1.462
O 1.714 -3.622 -0.471
O 0.545 0.508 2.110
O 3.336 0.974 2.478
O -2.329 2.616 1.345
O -2.972 0.028 2.021
O -1.122 -1.015 3.727
O -4.373 -0.371 -1.180
O 1.891 -2.116 1.903
O 1.135 -2.177 -2.927
N -0.419 -1.091 -0.552
N 1.236 1.460 -0.309
C -0.665 0.280 -1.128
C -1.579 -1.962 -0.670
C 0.589 0.961 -1.572
C 2.591 1.888 -0.587
C 0.297 2.219 -2.501
H -3.721 -0.371 -1.872
H 1.066 0.553 1.251
H -2.219 -1.796 -1.554
H 1.265 2.533 -2.906
H -0.252 -0.939 0.428
H -2.711 0.898 1.699
H -2.264 -1.935 0.293
H -2.378 -0.240 2.730
H -2.602 3.514 1.147
H 2.914 2.672 0.166
H 2.785 -2.329 2.164
H 1.598 -2.795 1.275
H 1.211 -2.916 -0.921
H -0.606 -1.823 3.797
H -4.175 -0.919 -0.425
H -1.494 0.256 -1.833
H 1.200 -2.181 -3.872
H 0.637 2.254 -0.044
H -0.224 1.901 -3.395
H 0.550 -1.696 -2.344
H -1.080 0.818 -0.174
H -2.000 2.406 0.456
H 2.666 2.501 -1.535
H 2.656 1.691 2.428
H 3.392 1.140 -0.578
H 2.692 0.378 2.081
H -1.331 -2.980 -0.754
H 2.578 -3.549 -0.891
H 1.249 0.242 -2.142
H -0.134 1.221 2.032
H -0.590 -0.540 3.066

***

9.
49
Properties=species:S:1:pos:R:3 method="wB97M-V/def2-TZVPD" total_charge=+1 relative_energy_kcal_mol=79.28 spin_multiplicity=2 gap_ev="11.04 / 6.28" e_homo_ev="-13.87 / -13.84"
O 1.481 -1.396 0.458
O 3.484 0.548 -1.093
O -2.384 1.971 -3.474
O 1.363 -3.371 2.235
O -0.065 2.064 2.524
O 0.205 -0.594 1.993
O 0.302 -3.375 -0.895
O 1.882 2.850 0.754
O -1.650 2.023 0.523
O -1.905 -2.432 -0.398
O -1.308 -2.774 2.051
O -0.154 3.831 -0.771
N 0.078 -0.118 -1.553
C 0.091 0.536 -0.288
C 0.914 -0.225 0.864
C 1.174 0.105 -2.527
C -1.411 0.675 0.289
C -2.530 0.341 -0.813
H 1.108 1.197 -2.762
H -2.228 1.329 -4.090
H 1.836 0.398 1.289
H 0.449 1.490 -0.278
H 1.700 -2.888 2.906
H -2.972 -0.581 -0.448
H 1.462 3.312 -0.026
H -0.791 3.095 -0.599
H -1.511 0.026 1.216
H 0.862 -3.900 -1.491
H 2.995 -0.209 -0.815
H 4.490 0.475 -0.896
H 0.800 2.376 2.240
H 0.719 -0.427 -3.408
H 1.385 -2.181 1.099
H -0.104 -1.118 -1.453
H 2.099 -0.279 -2.248
H -0.308 -1.416 1.976
H -1.647 -2.667 1.167
H -3.427 1.068 -0.728
H 0.981 -2.646 -0.668
H -1.644 -3.212 -0.943
H -2.010 -2.666 2.705
H -0.706 4.512 -0.548
H -0.131 1.137 2.688
H -1.118 2.361 1.354
H 2.316 2.100 0.293
H -1.114 -1.920 -0.369
H -2.264 0.153 -1.922
H -1.596 2.005 -2.985
H 0.391 -3.450 2.204